--- P ---
A single C5H8N4 molecule, computed with ωB97M-V/def2-TZVPD.

Summary:
SMILES = C/C=C(/C)n1cnnn1
Kohn-Sham gap = 8.283 eV
LUMO = 0.0003 Eh

Last column: natural (NBO) charge in e.
Cartesian coordinates (Å):
C: -1.90 -1.02 0.26  0.153
C: 1.47 0.74 0.21  -0.147
C: 0.46 -0.52 -0.09  0.184
C: 1.09 2.13 0.11  -0.691
C: 0.75 -1.94 -0.21  -0.665
N: -3.04 -0.41 0.22  -0.300
N: -2.70 0.90 -0.12  -0.052
N: -1.45 1.04 -0.33  -0.052
N: -0.90 -0.18 0.03  -0.261
H: -1.70 -2.10 0.29  0.219
H: 2.58 0.36 0.16  0.210
H: 1.80 2.77 0.64  0.223
H: 1.24 2.53 -0.93  0.235
H: 0.14 2.38 0.36  0.250
H: 0.39 -2.27 0.76  0.223
H: -0.02 -2.33 -0.97  0.227
H: 1.77 -2.09 -0.37  0.246


--- Q ---
A molecular structure, C5H8N4, computed with ωB97M-V/def2-TZVPD.

Summary:
Kohn-Sham gap = 10.001 eV
LUMO = 0.0301 Eh

Last column: natural (NBO) charge in e.
Cartesian coordinates (Å):
C: 0.15 1.34 -1.04  -0.229
C: 0.80 -0.08 -1.18  -0.222
C: -0.68 -2.52 0.61  0.132
C: -0.30 -0.55 0.87  0.344
C: -0.11 0.86 1.30  -0.262
H: 0.90 1.98 -1.47  0.192
H: -0.69 1.43 -1.72  0.195
H: 0.53 -0.37 -2.24  0.233
H: 1.92 -0.10 -1.08  0.204
H: -0.66 -3.60 0.92  0.201
H: -0.69 1.25 2.13  0.236
H: 1.00 0.89 1.54  0.189
H: -1.16 2.25 0.32  0.365
N: 0.16 -0.92 -0.33  -0.215
N: -0.13 -2.22 -0.49  -0.281
N: -0.83 -1.50 1.56  -0.473
N: -0.23 1.85 0.31  -0.608


--- R ---
A single C5H8N4 molecule, computed with ωB97M-V/def2-TZVPD.

Summary:
SMILES = [H]/N=C1/N[C@H]2C[C@H]2N1N=C
Kohn-Sham gap = 9.568 eV
LUMO = 0.0345 Eh

Last column: natural (NBO) charge in e.
Cartesian coordinates (Å):
C: -2.65 -0.28 -0.15  -0.234
C: 0.77 -0.99 -0.32  -0.030
C: 1.64 -0.66 0.78  -0.478
C: 1.88 0.00 -0.56  -0.087
C: -0.12 1.10 -0.26  0.519
H: -3.41 -1.07 0.04  0.184
H: -3.22 0.91 -0.20  0.236
H: 0.79 -2.18 -0.57  0.238
H: 1.15 -0.14 1.68  0.230
H: 2.29 -1.51 0.78  0.232
H: 2.91 0.06 -1.07  0.244
H: 1.37 1.93 0.15  0.392
H: -1.64 0.98 0.88  0.356
N: -1.56 -0.98 -0.33  -0.201
N: -0.41 -0.28 -0.51  -0.311
N: 1.12 1.32 -0.62  -0.586
N: -0.92 1.78 0.28  -0.704


--- S ---
A single C5H8N4 molecule, computed with ωB97M-V/def2-TZVPD.

Summary:
SMILES = [H]/N=C\N(C)N/C=C\C#N
Kohn-Sham gap = 9.136 eV
LUMO = -0.0016 Eh

Last column: natural (NBO) charge in e.
Cartesian coordinates (Å):
C: -1.00 -0.42 1.18  -0.425
C: -0.23 0.01 -1.48  0.092
C: -0.35 0.99 -2.46  -0.443
C: 0.10 2.26 -2.35  0.239
C: 1.34 -1.09 1.49  0.288
H: -1.71 -0.44 0.26  0.204
H: -1.14 0.58 1.76  0.182
H: -1.50 -1.03 1.81  0.222
H: 0.75 1.09 -0.17  0.375
H: -0.53 -0.99 -1.68  0.223
H: -1.12 0.76 -3.35  0.250
H: 2.26 -0.75 0.86  0.192
H: 0.35 -1.91 2.96  0.338
N: 0.26 -0.65 0.69  -0.312
N: 0.62 0.17 -0.39  -0.413
N: 0.64 3.20 -1.75  -0.320
N: 1.26 -1.78 2.62  -0.692


Here is how they stack up, most stable first: Q, S, P, R.


--- P ---
2 unconnected molecules or ions with the total composition C7H9NO, computed with ωB97M-V/def2-TZVPD.

Summary:
Kohn-Sham gap = 8.256 eV
LUMO = 0.0355 Eh

Last column: natural (NBO) charge in e.
Cartesian coordinates (Å):
C: -1.20 -0.64 -0.88  -0.315
C: -2.53 -0.26 -0.87  0.092
C: -1.75 0.16 1.10  0.109
C: -0.69 -0.29 0.40  -0.203
C: 1.30 1.46 -0.50  0.172
C: 1.61 -1.33 0.22  -0.627
C: 0.66 -0.31 0.76  -0.170
N: 1.79 2.38 0.13  -0.650
O: -2.88 0.14 0.37  -0.390
H: -0.61 -0.97 -1.75  0.230
H: -3.39 -0.45 -1.33  0.191
H: -1.86 0.51 2.11  0.198
H: 0.81 1.17 -1.53  0.172
H: 1.91 -1.19 -0.78  0.202
H: 1.23 -2.26 0.28  0.203
H: 2.54 -1.31 0.89  0.212
H: 1.00 -0.09 1.79  0.219
H: 2.06 3.30 -0.40  0.356


--- Q ---
A single C7H9NO molecule, computed with ωB97M-V/def2-TZVPD.

Summary:
SMILES = O=C[C@]12C[C@H](C1)[C@@H]1N[C@@H]12
Kohn-Sham gap = 9.539 eV
LUMO = 0.0100 Eh

Last column: natural (NBO) charge in e.
Cartesian coordinates (Å):
C: 1.92 -0.80 0.02  0.439
C: 0.72 -0.16 -0.11  -0.286
C: 0.29 0.43 1.23  -0.372
C: -0.76 1.18 0.43  -0.242
C: 0.34 1.15 -0.81  -0.350
C: -1.53 -0.02 -0.15  -0.095
C: -0.40 -0.96 -0.58  -0.092
H: 1.83 -1.86 0.25  0.149
H: 0.16 -0.14 2.25  0.253
H: 1.19 1.03 1.62  0.241
H: -1.37 2.15 0.35  0.251
H: -0.16 0.80 -1.82  0.200
H: 1.19 1.88 -1.13  0.244
H: -2.50 0.17 -0.58  0.212
H: -2.17 -1.75 -0.01  0.349
H: -0.50 -1.56 -1.50  0.234
N: -1.42 -1.32 0.49  -0.585
O: 3.16 -0.23 0.05  -0.549


Here is how they stack up, most stable first: P, Q.


--- P ---
A molecular structure, C52H46ClKN7O, computed with ωB97M-V/def2-TZVPD.

Summary:
total charge = -1
Kohn-Sham gap = 5.322 eV
LUMO = 0.0711 Eh

Last column: Löwdin charge in e.
Cartesian coordinates (Å):
K: -0.26 -0.44 0.94  0.770
C: -4.53 -2.30 1.59  -0.064
C: -3.14 -2.17 1.77  -0.145
N: -2.57 -1.04 2.10  0.064
C: -3.34 0.06 2.29  -0.154
C: -4.74 0.04 2.15  -0.175
C: -5.32 -1.20 1.78  -0.036
C: -5.51 1.20 2.38  -0.092
C: -4.87 2.36 2.74  -0.119
C: -3.47 2.41 2.89  -0.048
C: -2.66 1.30 2.65  -0.252
N: -1.31 1.32 2.61  0.016
C: -0.50 2.08 3.35  -0.247
C: -0.74 2.50 4.67  -0.044
C: 0.23 3.19 5.41  -0.117
C: 1.45 3.53 4.89  -0.095
C: 1.74 3.17 3.55  -0.178
C: 2.96 3.51 2.91  -0.038
C: 3.17 3.16 1.61  -0.075
C: 2.17 2.45 0.93  -0.147
N: 1.03 2.11 1.48  0.083
C: 0.79 2.45 2.78  -0.146
H: -4.96 -3.26 1.31  0.094
H: -2.48 -3.03 1.63  0.103
H: -6.40 -1.26 1.65  0.106
H: -6.59 1.17 2.26  0.091
H: -5.45 3.26 2.92  0.091
H: -2.99 3.35 3.15  0.100
H: -1.68 2.24 5.13  0.101
H: 0.00 3.47 6.43  0.092
H: 2.19 4.07 5.47  0.090
H: 3.71 4.05 3.48  0.106
H: 4.10 3.41 1.10  0.090
H: 2.31 2.15 -0.11  0.091
Cl: 0.31 -8.20 0.02  0.575
C: 0.35 -6.48 0.38  -0.693
C: 0.92 -6.04 1.59  -0.128
C: 0.97 -4.71 1.87  -0.014
C: 0.45 -3.70 0.99  -0.431
O: 0.63 -2.47 1.21  -0.255
C: -0.18 -4.20 -0.21  -0.148
C: -0.84 -3.35 -1.20  -0.107
N: -1.35 -2.20 -0.99  0.100
C: -2.13 -1.60 -1.99  -0.185
C: -2.87 -2.30 -2.91  -0.028
C: -3.68 -1.65 -3.87  -0.089
C: -3.79 -0.29 -3.89  -0.057
C: -3.10 0.47 -2.92  -0.157
C: -3.23 1.88 -2.83  -0.023
C: -2.59 2.56 -1.84  -0.060
C: -1.81 1.83 -0.92  -0.142
N: -1.64 0.54 -0.99  0.061
C: -2.28 -0.16 -1.96  -0.144
C: -0.17 -5.58 -0.49  -0.099
H: 1.33 -6.77 2.28  0.095
H: 1.43 -4.35 2.79  0.108
H: -0.92 -3.81 -2.20  0.118
H: -2.84 -3.38 -2.89  0.101
H: -4.23 -2.25 -4.58  0.097
H: -4.42 0.21 -4.61  0.103
H: -3.85 2.40 -3.56  0.110
H: -2.69 3.63 -1.73  0.102
H: -1.30 2.33 -0.09  0.105
H: -0.61 -5.92 -1.42  0.103
C: 5.07 -2.80 -5.57  -0.071
C: 4.35 -3.60 -4.48  -0.561
C: 3.30 -4.50 -5.13  -0.043
C: 5.39 -4.47 -3.76  -0.054
C: 3.65 -2.69 -3.47  -0.165
C: 3.14 -3.21 -2.28  0.004
C: 2.46 -2.37 -1.41  -0.088
N: 2.25 -1.08 -1.64  0.157
C: 2.73 -0.57 -2.77  -0.213
C: 3.43 -1.33 -3.70  0.030
C: 2.47 0.88 -3.01  -0.211
C: 3.45 1.68 -3.59  0.034
C: 3.22 3.04 -3.79  -0.166
C: 1.99 3.52 -3.37  -0.015
C: 1.07 2.65 -2.81  -0.114
N: 1.29 1.35 -2.63  0.145
C: 4.28 3.98 -4.36  -0.560
C: 5.43 3.22 -5.02  -0.069
C: 3.65 4.91 -5.41  -0.055
C: 4.85 4.82 -3.21  -0.042
H: 5.57 -3.49 -6.25  0.082
H: 5.81 -2.12 -5.15  0.090
H: 4.37 -2.21 -6.17  0.079
H: 3.77 -5.16 -5.86  0.083
H: 2.54 -3.90 -5.64  0.090
H: 2.79 -5.11 -4.38  0.084
H: 5.95 -5.05 -4.50  0.082
H: 4.93 -5.17 -3.07  0.076
H: 6.10 -3.85 -3.20  0.092
H: 3.25 -4.25 -2.03  0.112
H: 2.07 -2.75 -0.47  0.089
H: 3.78 -0.86 -4.61  0.100
H: 4.40 1.23 -3.87  0.103
H: 1.73 4.57 -3.47  0.106
H: 0.10 3.02 -2.49  0.094
H: 5.06 2.56 -5.81  0.091
H: 5.99 2.62 -4.31  0.081
H: 6.12 3.93 -5.48  0.083
H: 3.18 4.33 -6.20  0.092
H: 4.43 5.54 -5.85  0.082
H: 2.90 5.57 -4.97  0.073
H: 5.33 4.19 -2.46  0.089
H: 4.06 5.39 -2.71  0.084
H: 5.59 5.53 -3.58  0.084


--- Q ---
A molecular structure, C52H46ClKN7O, computed with ωB97M-V/def2-TZVPD.

Summary:
total charge = -1
Kohn-Sham gap = 5.419 eV
LUMO = 0.0723 Eh

Last column: Löwdin charge in e.
Cartesian coordinates (Å):
K: -0.11 -0.36 -1.67  0.691
C: -0.32 -2.71 -6.07  -0.063
C: 0.12 -1.94 -4.97  -0.132
N: 0.04 -2.34 -3.73  0.086
C: -0.50 -3.56 -3.46  -0.151
C: -0.94 -4.42 -4.50  -0.175
C: -0.85 -3.94 -5.83  -0.036
C: -1.44 -5.71 -4.20  -0.090
C: -1.46 -6.12 -2.89  -0.113
C: -1.02 -5.28 -1.85  -0.048
C: -0.56 -3.98 -2.08  -0.246
N: -0.26 -3.10 -1.11  0.043
C: 0.35 -3.48 0.03  -0.265
C: 1.30 -4.51 0.15  -0.048
C: 2.03 -4.71 1.32  -0.115
C: 1.84 -3.95 2.44  -0.098
C: 0.85 -2.94 2.42  -0.184
C: 0.57 -2.12 3.53  -0.030
C: -0.42 -1.19 3.47  -0.073
C: -1.15 -1.07 2.27  -0.166
N: -0.91 -1.79 1.20  0.120
C: 0.08 -2.71 1.24  -0.166
H: -0.24 -2.31 -7.07  0.096
H: 0.56 -0.96 -5.14  0.099
H: -1.20 -4.57 -6.64  0.106
H: -1.78 -6.35 -5.00  0.092
H: -1.83 -7.11 -2.64  0.092
H: -1.08 -5.64 -0.83  0.104
H: 1.50 -5.12 -0.72  0.103
H: 2.78 -5.50 1.32  0.093
H: 2.42 -4.11 3.34  0.090
H: 1.16 -2.25 4.44  0.105
H: -0.65 -0.54 4.31  0.087
H: -1.95 -0.34 2.19  0.101
Cl: 2.46 2.31 -8.35  0.579
C: 2.14 1.97 -6.67  -0.697
C: 3.20 1.57 -5.83  -0.128
C: 2.96 1.32 -4.51  -0.020
C: 1.65 1.43 -3.90  -0.421
O: 1.49 1.21 -2.68  -0.157
C: 0.58 1.79 -4.81  -0.148
C: -0.81 1.86 -4.47  -0.106
N: -1.40 1.48 -3.38  0.078
C: -2.76 1.74 -3.24  -0.210
C: -3.44 2.77 -3.87  -0.032
C: -4.81 2.99 -3.66  -0.095
C: -5.53 2.23 -2.78  -0.064
C: -4.87 1.21 -2.05  -0.167
C: -5.52 0.45 -1.06  -0.030
C: -4.82 -0.47 -0.34  -0.050
C: -3.44 -0.65 -0.62  -0.123
N: -2.82 0.02 -1.56  0.074
C: -3.49 0.95 -2.28  -0.170
C: 0.87 2.07 -6.16  -0.103
H: 4.20 1.47 -6.24  0.095
H: 3.77 1.01 -3.85  0.106
H: -1.43 2.24 -5.30  0.110
H: -2.90 3.44 -4.52  0.099
H: -5.29 3.80 -4.19  0.097
H: -6.58 2.41 -2.60  0.102
H: -6.58 0.62 -0.88  0.109
H: -5.28 -1.06 0.44  0.099
H: -2.83 -1.35 -0.06  0.087
H: 0.06 2.36 -6.82  0.102
C: 5.84 -0.68 3.37  -0.068
C: 4.70 0.31 3.58  -0.557
C: 4.05 0.02 4.94  -0.043
C: 5.28 1.73 3.58  -0.046
C: 3.64 0.20 2.49  -0.161
C: 3.71 -0.72 1.45  0.009
C: 2.68 -0.75 0.51  -0.096
N: 1.62 0.03 0.57  0.109
C: 1.52 0.89 1.57  -0.199
C: 2.52 1.02 2.53  0.030
C: 0.25 1.68 1.64  -0.210
C: -0.19 2.21 2.85  0.014
C: -1.40 2.89 2.92  -0.165
C: -2.11 3.03 1.74  0.001
C: -1.60 2.47 0.57  -0.102
N: -0.46 1.80 0.53  0.140
C: -1.90 3.42 4.26  -0.558
C: -2.04 2.25 5.24  -0.046
C: -3.26 4.11 4.14  -0.070
C: -0.89 4.44 4.82  -0.046
H: 6.58 -0.57 4.17  0.082
H: 6.35 -0.51 2.42  0.087
H: 5.48 -1.71 3.38  0.086
H: 4.80 0.09 5.74  0.083
H: 3.63 -0.98 4.95  0.083
H: 3.25 0.73 5.16  0.076
H: 6.05 1.82 4.35  0.082
H: 4.51 2.48 3.77  0.076
H: 5.74 1.96 2.61  0.092
H: 4.53 -1.41 1.35  0.104
H: 2.72 -1.46 -0.31  0.125
H: 2.42 1.77 3.31  0.104
H: 0.39 2.05 3.75  0.103
H: -3.06 3.55 1.69  0.100
H: -2.13 2.56 -0.37  0.107
H: -2.74 1.51 4.86  0.092
H: -2.40 2.60 6.21  0.083
H: -1.08 1.75 5.40  0.070
H: -4.02 3.43 3.76  0.087
H: -3.20 4.98 3.48  0.086
H: -3.58 4.46 5.12  0.083
H: 0.09 3.98 4.97  0.077
H: -1.23 4.82 5.78  0.083
H: -0.77 5.27 4.13  0.091


Here is how they stack up, most stable first: Q, P.


--- P ---
2 unconnected molecules or ions with the total composition CH9N2O, computed with ωB97M-V/def2-TZVPD.

Summary:
total charge = +1
Kohn-Sham gap = 11.439 eV
LUMO = -0.1257 Eh

Last column: natural (NBO) charge in e.
Cartesian coordinates (Å):
O: 0.24 0.79 -2.61  -0.979
H: 0.96 0.22 -2.99  0.484
H: -0.66 -0.46 -0.83  0.459
H: 0.56 1.67 -2.99  0.500
N: -0.87 -0.76 0.12  -0.734
C: -0.16 0.28 1.07  -0.033
N: 0.76 -0.35 1.91  -0.834
H: -0.31 -1.68 0.20  0.454
H: -1.91 -0.86 0.25  0.449
H: -1.16 0.73 1.46  0.195
H: 0.40 0.85 0.31  0.235
H: 1.54 0.21 2.12  0.408
H: 0.44 -0.84 2.72  0.396


--- Q ---
2 unconnected molecules or ions with the total composition CH9N2O, computed with ωB97M-V/def2-TZVPD.

Summary:
total charge = +1
Kohn-Sham gap = 10.287 eV
LUMO = -0.1399 Eh

Last column: natural (NBO) charge in e.
Cartesian coordinates (Å):
N: 1.37 -1.07 -2.43  -1.097
H: 2.37 -0.74 -2.70  0.375
H: 1.35 -1.95 -2.81  0.372
H: 0.01 0.36 -0.19  0.476
H: 0.75 -0.45 -2.84  0.358
N: 0.11 0.10 0.87  -0.714
C: -0.89 0.72 1.81  0.090
O: -2.06 0.47 1.15  -0.720
H: 1.14 0.17 1.27  0.459
H: -0.02 -0.86 0.79  0.440
H: -0.90 0.38 2.86  0.239
H: -0.81 1.81 1.78  0.204
H: -2.41 1.07 0.43  0.517


Here is how they stack up, most stable first: P, Q.